ORCA calculation (wB97M-V/def2-TZVPD) on a molecular structure, C41H72ClF2GaIN9O2P.

```
130
Properties=species:S:1:pos:R:3:forces:R:3:mulliken_charge:R:1
C 8.497 2.652 0.389 -1.06 0.31 0.03 -0.871
C 7.111 2.341 -0.470 0.22 -0.26 1.33 -0.457
C 5.892 2.327 0.667 0.95 0.50 -1.72 -0.165
Cl 6.092 0.689 1.574 -0.15 1.39 -0.23 -0.277
Ga 4.106 2.366 -0.374 0.66 -1.47 -0.28 -0.083
F 4.418 1.696 -2.140 -0.28 0.42 1.25 -0.339
C 2.827 1.026 0.631 -2.08 0.33 -0.04 -0.092
C 1.360 1.789 0.685 0.94 0.96 5.63 0.258
O 1.007 2.400 1.820 1.08 -3.50 -8.02 -0.597
F 0.551 1.757 -0.559 1.64 0.31 3.19 -0.323
P 3.043 4.449 -0.430 -0.09 1.43 0.71 0.286
O 3.933 5.532 0.620 1.03 -2.84 0.20 -0.558
I 3.138 5.232 -2.788 8.40 -2.45 2.43 -0.263
H 9.334 3.146 -0.262 -1.42 -1.20 1.27 0.296
H 8.805 1.659 0.926 -0.27 1.99 -1.15 0.216
H 8.173 3.417 1.236 0.91 -1.47 -1.75 0.230
H 7.152 1.267 -0.950 -0.11 2.23 0.90 0.233
H 6.904 3.109 -1.330 0.34 -1.27 1.80 0.303
H 5.959 3.241 1.395 0.33 -2.00 -0.99 0.290
H 3.224 0.903 1.733 -1.17 0.37 -2.26 0.383
H 2.799 -0.032 0.130 -0.07 2.57 0.71 -0.024
H 4.584 4.909 1.100 -1.18 1.72 -1.06 0.305
C 1.744 -4.868 0.004 0.03 -0.16 0.12 -1.140
C 0.537 -3.938 -0.068 0.20 -0.34 0.27 0.514
C 0.925 -2.475 -0.293 0.52 0.24 0.97 -0.230
C 1.794 -1.992 0.857 4.79 2.64 6.51 0.255
N 2.514 -1.591 1.811 -5.90 -3.74 -7.41 -0.553
H 2.394 -4.622 0.850 -0.07 0.13 -0.13 0.412
H 1.418 -5.904 0.136 0.13 0.27 -0.07 0.064
H 2.338 -4.812 -0.915 -0.04 -0.06 0.13 0.329
H -0.039 -4.032 0.861 -0.01 0.11 -0.23 0.221
H -0.115 -4.265 -0.886 -0.03 0.12 0.02 -0.311
H 0.026 -1.853 -0.351 0.25 0.12 0.11 0.175
H 1.477 -2.364 -1.233 0.06 0.09 0.21 0.379
C -4.918 -2.150 -0.307 -0.04 0.07 0.07 -1.213
C -3.722 -2.292 -1.243 -0.16 0.42 0.20 -0.469
C -3.375 -3.750 -1.547 0.30 -0.26 1.08 -0.036
C -3.022 -4.474 -0.258 1.98 -4.35 7.09 0.265
N -2.730 -5.075 0.812 -2.33 4.74 -8.51 -0.558
H -4.721 -2.597 0.672 -0.08 -0.02 -0.21 0.280
H -5.147 -1.093 -0.141 0.03 -0.14 -0.07 0.420
H -5.808 -2.629 -0.732 0.11 0.04 0.14 0.292
H -2.857 -1.790 -0.791 -0.05 -0.14 -0.17 0.107
H -3.942 -1.772 -2.182 0.15 -0.16 0.02 0.424
H -2.521 -3.798 -2.231 -0.04 -0.09 0.20 0.170
H -4.221 -4.256 -2.025 0.10 -0.06 0.20 0.411
C 0.952 -7.456 3.116 -0.02 0.13 0.02 -1.160
C 0.473 -8.666 2.320 -0.05 0.43 -0.12 -0.154
C 1.197 -9.957 2.706 1.00 0.29 -0.39 -0.375
C 2.687 -9.809 2.442 8.42 0.52 -1.38 0.216
N 3.923 -9.687 2.223 -9.87 -0.96 1.75 -0.473
H 2.011 -7.244 2.932 -0.12 -0.09 0.04 0.361
H 0.389 -6.563 2.827 0.06 -0.12 0.06 0.224
H 0.813 -7.614 4.191 0.04 0.05 -0.10 0.389
H 0.615 -8.465 1.251 -0.04 -0.15 0.15 0.077
H -0.602 -8.795 2.483 0.11 -0.13 -0.03 0.288
H 0.809 -10.796 2.118 0.26 0.05 0.08 0.304
H 1.040 -10.184 3.766 0.21 0.02 -0.12 0.312
C -7.145 -8.102 2.612 -0.08 -0.11 -0.05 -1.126
C -5.826 -7.717 3.273 -0.07 -0.32 -0.25 -0.409
C -5.829 -6.289 3.822 -0.01 0.56 -0.98 -0.345
C -6.064 -5.304 2.688 -1.28 5.78 -6.16 0.252
N -6.259 -4.487 1.748 1.47 -6.62 7.48 -0.506
H -7.360 -7.473 1.742 0.03 -0.01 0.15 0.352
H -7.107 -9.138 2.261 -0.04 0.12 0.08 0.318
H -7.979 -8.011 3.317 0.08 -0.01 -0.12 0.291
H -5.016 -7.833 2.543 -0.05 0.11 0.20 0.273
H -5.623 -8.415 4.093 0.05 0.19 -0.02 0.310
H -4.868 -6.067 4.298 -0.16 0.17 -0.17 0.280
H -6.616 -6.168 4.574 0.05 0.12 -0.20 0.314
C -0.425 -6.598 -4.829 0.06 0.01 -0.12 -1.164
C -1.563 -7.266 -4.064 0.17 -0.07 -0.37 -0.594
C -1.616 -6.850 -2.593 0.97 -0.51 0.32 0.777
C -0.320 -7.243 -1.901 7.09 -2.09 4.15 0.256
N 0.754 -7.570 -1.328 -8.63 2.39 -4.72 -0.637
H 0.553 -6.880 -4.427 -0.14 0.07 0.02 0.353
H -0.444 -6.902 -5.880 -0.01 0.09 0.13 0.363
H -0.513 -5.506 -4.788 0.05 -0.13 -0.02 0.267
H -1.449 -8.354 -4.139 -0.10 0.16 0.11 0.316
H -2.514 -7.008 -4.543 0.03 -0.04 0.18 0.346
H -2.455 -7.345 -2.092 0.25 0.09 0.14 0.392
H -1.758 -5.768 -2.504 0.19 -0.23 0.09 -0.737
C 0.414 5.456 2.466 -0.06 -0.12 0.03 -0.963
C -0.793 6.386 2.394 0.13 -0.42 0.17 -0.456
C -0.405 7.848 2.169 0.52 0.17 0.98 0.709
C 0.463 8.332 3.319 4.88 2.96 6.27 0.038
N 1.184 8.732 4.273 -5.78 -3.15 -7.50 -0.547
H 1.063 5.702 3.312 -0.05 0.08 -0.10 0.352
H 0.087 4.419 2.598 0.13 0.21 -0.15 0.358
H 1.008 5.512 1.546 -0.05 -0.10 0.14 0.129
H -1.369 6.292 3.323 -0.03 0.15 -0.15 0.331
H -1.445 6.059 1.576 0.02 0.18 0.07 0.308
H -1.304 8.471 2.111 0.20 0.09 0.06 -0.280
H 0.147 7.960 1.229 0.07 0.04 0.28 0.065
C -1.269 8.002 -1.117 0.00 0.08 0.07 -0.949
C -1.811 7.772 -2.525 0.01 0.33 0.20 -0.643
C -1.591 6.341 -3.020 1.06 -0.09 0.38 -0.487
C -0.103 6.034 -3.058 6.37 -1.65 -0.19 0.492
N 1.131 5.778 -3.090 -16.30 4.39 -2.74 -0.580
H -0.185 7.858 -1.073 -0.10 -0.09 -0.09 0.431
H -1.473 9.028 -0.794 -0.04 -0.15 0.00 0.308
H -1.738 7.318 -0.400 0.05 0.12 -0.10 0.151
H -1.330 8.481 -3.210 -0.09 -0.18 0.01 0.343
H -2.884 7.993 -2.533 0.10 -0.10 -0.08 0.342
H -2.008 6.224 -4.026 0.28 -0.13 0.10 0.304
H -2.091 5.624 -2.360 0.11 0.03 -0.04 0.274
C -5.847 10.888 4.033 -0.13 0.02 0.04 -1.145
C -4.418 10.467 4.364 -0.35 -0.07 0.22 -0.473
C -3.460 10.638 3.184 -0.42 -0.79 -0.65 -0.151
C -3.921 9.778 2.019 -2.33 -4.70 -6.69 0.223
N -4.303 9.065 1.052 3.02 5.64 7.69 -0.522
H -6.276 10.271 3.237 0.11 0.09 0.05 0.345
H -6.489 10.775 4.912 0.09 0.06 -0.11 0.341
H -5.883 11.936 3.716 -0.03 -0.13 0.03 0.291
H -4.424 9.420 4.690 0.14 0.18 -0.07 0.289
H -4.058 11.065 5.208 0.11 -0.10 -0.16 0.330
H -2.448 10.337 3.475 -0.10 -0.03 -0.22 0.165
H -3.423 11.686 2.867 -0.03 -0.21 -0.12 0.337
C 6.175 0.518 -6.782 0.05 0.02 -0.17 -1.151
C 5.037 -0.151 -6.017 0.22 -0.12 -0.25 -0.556
C 4.984 0.265 -4.546 0.94 -0.42 0.18 0.042
C 6.280 -0.128 -3.854 7.02 -2.00 4.19 0.251
N 7.354 -0.454 -3.281 -8.45 2.51 -4.67 -0.598
H 7.153 0.235 -6.381 -0.15 0.07 0.04 0.360
H 6.156 0.214 -7.834 0.00 0.08 0.07 0.335
H 6.087 1.610 -6.741 0.04 -0.15 0.01 0.291
H 5.151 -1.239 -6.092 -0.08 0.12 0.05 0.310
H 4.086 0.108 -6.496 0.03 -0.02 0.18 0.319
H 4.145 -0.229 -4.045 0.30 0.19 0.16 0.225
H 4.842 1.348 -4.457 0.12 -0.23 0.28 0.202
```
Positions in Å, forces in eV/Å.

Values from the calculation:
- molar mass (u) = 1024.1
- frontier orbital gap (eV) = 4.463
- E_tot (Ha) = -5472.10591
- net charge = -1
- spin multiplicity = 1
- E_HOMO (eV) = -3.07